[1]
Molecular formula: C5H10O2
Method: DFT, ωB97M-V/def2-TZVPD

```
! wB97M-V def2-TZVPD RIJCOSX def2/J DEFGRID3
* xyz 0 1
C -1.437 -0.284 -1.026
C -0.375 -0.931 0.337
O 0.798 -1.387 -0.248
C 1.271 -0.152 -0.771
C 1.327 0.756 0.457
C 0.074 0.266 1.238
O -0.980 1.184 1.359
H -1.318 -0.878 -1.952
H -1.431 0.755 -1.478
H -2.469 -0.394 -0.712
H -0.809 -1.773 0.911
H 0.415 0.174 -1.383
H 2.176 -0.298 -1.356
H 2.256 0.599 1.018
H 1.233 1.820 0.227
H 0.358 0.015 2.274
H -1.375 1.195 0.477
*
```

Computed properties:
total energy = -346.91240 hartree
energy above the lowest of the compared OMol25 structures with the same formula, charge and spin = 70.93 kcal per mole
maximum force = 0.0291 Eh/bohr
SMILES string = C[C@H]1OCC[C@H]1O
HOMO = -9.76 eV
Kohn-Sham gap = 10.63 eV


[2]
Molecular formula: C5H10O2
Method: DFT, ωB97M-V/def2-TZVPD

```
! wB97M-V def2-TZVPD RIJCOSX def2/J DEFGRID3
* xyz 0 1
O -1.054 1.822 -1.353
C -0.553 0.517 -1.547
C 0.307 0.250 -0.324
C -0.628 0.150 1.204
C 0.304 -0.634 2.043
O 1.669 -1.207 0.877
C 1.141 -0.981 -0.366
H -1.795 1.959 -1.949
H -1.348 -0.244 -1.544
H -0.046 0.433 -2.534
H 0.968 1.098 -0.092
H -0.761 1.206 1.464
H -1.588 -0.339 0.988
H 0.004 -1.625 2.370
H 0.916 -0.089 2.760
H 0.679 -1.858 -0.869
H 1.786 -0.458 -1.128
*
```

Computed properties:
total energy = -346.88227 hartree
energy above the lowest of the compared OMol25 structures with the same formula, charge and spin = 89.84 kcal per mole
maximum force = 0.0595 Eh/bohr
HOMO = -9.40 eV
Kohn-Sham gap = 10.20 eV


[3]
Molecular formula: C5H10O2
Method: DFT, ωB97M-V/def2-TZVPD

```
! wB97M-V def2-TZVPD RIJCOSX def2/J DEFGRID3
* xyz 0 1
C -0.340 2.345 0.172
O 0.927 1.745 -0.158
C 1.095 1.454 -1.416
C 0.131 -1.369 -0.806
C 0.698 -1.379 0.592
C -0.744 -1.712 0.346
O -1.721 -0.762 0.677
H -0.734 2.847 -0.713
H -0.157 3.046 0.989
H -1.011 1.540 0.488
H -0.057 -0.406 -1.278
H 2.085 0.936 -1.408
H 0.430 -2.153 -1.493
H 1.380 -2.179 0.870
H 0.910 -0.414 1.047
H -1.064 -2.748 0.456
H -1.828 -0.788 1.637
*
```

Computed properties:
total energy = -346.82550 hartree
energy above the lowest of the compared OMol25 structures with the same formula, charge and spin = 125.46 kcal per mole
maximum force = 0.0094 Eh/bohr
HOMO = -8.58 eV
Kohn-Sham gap = 9.41 eV


[4]
Molecular formula: C5H10O2
Method: DFT, ωB97M-V/def2-TZVPD

```
! wB97M-V def2-TZVPD RIJCOSX def2/J DEFGRID3
* xyz 0 1
C -2.117 -0.497 0.252
C -1.948 0.982 0.064
O -1.029 1.635 0.503
C 1.180 -1.709 -0.308
C 1.818 -0.587 -0.642
C 1.679 -0.186 0.804
O 0.993 -1.464 1.039
H -3.086 -0.698 0.726
H -2.139 -0.983 -0.731
H -1.300 -0.908 0.851
H -2.745 1.482 -0.526
H 0.743 2.519 -0.850
H 0.816 -2.628 -0.756
H 2.246 -0.150 -1.531
H 1.296 2.687 -1.320
H 1.001 0.643 1.022
H 2.593 -0.139 1.402
*
```

Computed properties:
total energy = -346.86399 hartree
energy above the lowest of the compared OMol25 structures with the same formula, charge and spin = 101.30 kcal per mole
maximum force = 0.0114 Eh/bohr
HOMO = -8.90 eV
Kohn-Sham gap = 9.96 eV